A molecular structure, C32H60N14NbO, computed with ωB97M-V/def2-TZVPD.

Values from the calculation:
Net charge: -1
HOMO: -4.53 eV

The geometry in XYZ format:
```
108
Properties=species:S:1:pos:R:3:lowdin_charge:R:1
C 1.7502 1.1746 2.7990 -0.163
C 0.8402 2.1217 1.9831 -0.395
C -0.6632 1.9370 2.2821 -0.391
Nb -1.8045 3.8393 1.7167 1.627
C -3.3444 3.3116 3.3039 -0.364
C -4.7099 4.0300 3.2274 -0.389
N -5.8431 3.0582 3.4432 -0.031
C -2.7802 2.5859 0.0671 -0.394
N -3.7606 1.5948 0.6107 -0.185
C -5.1345 2.0889 0.3516 -0.164
N -2.7912 5.6715 1.1134 -0.191
C -2.2287 6.0274 -0.2169 -0.232
C -2.5266 6.7578 1.9368 -0.622
C -2.5217 6.6590 3.4425 -0.053
O -2.3215 7.8758 1.4687 -0.044
H 1.3199 0.1945 2.9656 0.035
H 2.0025 1.6672 3.7381 0.059
H 2.6759 1.0333 2.2573 0.018
H 1.1067 3.1488 2.2143 0.036
H 1.0378 1.9884 0.9208 0.069
H -1.0997 1.0820 1.7573 0.014
H -0.7692 1.7284 3.3527 0.030
H -0.5016 4.2300 0.4643 -0.077
H -0.6884 4.6863 2.9151 -0.074
H -3.5324 2.2411 3.2219 0.024
H -2.9514 3.4824 4.3141 0.023
H -4.9081 4.5172 2.2763 0.060
H -4.7753 4.7674 4.0309 0.073
H -6.0396 3.0691 4.4385 0.046
H -6.6623 3.4994 3.0324 0.047
H -3.2285 3.1918 -0.7369 0.022
H -1.9851 2.0069 -0.4146 0.005
H -3.6774 0.7976 -0.0080 0.066
H -5.1568 3.1712 0.4443 0.053
H -5.7979 1.6276 1.0776 0.054
H -5.4486 1.8698 -0.6751 0.066
H -2.8481 6.7719 -0.7231 0.062
H -1.1984 6.3516 -0.1522 0.050
H -2.2105 5.1722 -0.8861 0.033
H -2.8260 7.6186 3.8468 0.074
H -3.0907 5.8295 3.8437 0.026
H -1.4909 6.5074 3.7468 0.044
C -0.2046 -2.1270 0.3443 -0.062
C -0.1950 -0.9552 -0.5287 -0.274
N -0.1765 -0.0315 -1.2137 0.146
H 0.0288 -3.0208 -0.2315 0.064
H 0.5388 -2.0017 1.1305 0.063
H -1.1882 -2.2383 0.7961 0.084
C 3.2880 -3.6799 -1.4057 -0.066
C 2.7564 -4.7854 -0.6098 -0.270
N 2.3338 -5.6614 0.0080 0.141
H 4.3087 -3.9036 -1.7017 0.038
H 2.6820 -3.5388 -2.2983 0.038
H 3.2765 -2.7588 -0.8220 0.070
C -2.3335 1.1619 -4.6318 -0.062
C -2.8783 0.0068 -3.9192 -0.300
N -3.3108 -0.8920 -3.3539 0.129
H -1.3029 0.9644 -4.9212 0.078
H -2.9267 1.3583 -5.5228 0.080
H -2.3581 2.0344 -3.9827 0.085
C -5.1848 9.2188 1.0230 -0.065
C -6.1173 8.7669 -0.0101 -0.287
N -6.8538 8.4172 -0.8225 0.106
H -5.5682 8.9535 2.0062 0.083
H -4.2098 8.7495 0.8853 0.049
H -5.0721 10.2999 0.9638 0.079
C 5.0597 -7.6544 -1.2662 -0.118
C 5.3206 -6.4899 -2.1075 -0.275
N 5.4958 -5.5738 -2.7823 0.136
H 5.3081 -8.5657 -1.8030 0.064
H 5.6612 -7.6048 -0.3648 0.054
H 4.0079 -7.6756 -0.9880 0.037
C 9.4304 -7.9104 0.3486 -0.064
C 8.5679 -8.3822 -0.7337 -0.256
N 7.8884 -8.7504 -1.5853 0.152
H 8.9162 -8.0190 1.3014 0.083
H 10.3479 -8.4944 0.3686 0.081
H 9.6766 -6.8624 0.1916 0.082
C -1.0453 9.0729 -2.2373 -0.061
C -0.2791 8.2951 -3.2110 -0.283
N 0.3203 7.6830 -3.9790 0.113
H -1.4888 8.4103 -1.4946 0.054
H -0.3905 9.7814 -1.7347 0.082
H -1.8376 9.6184 -2.7465 0.080
C 1.6804 -8.5050 2.0739 -0.076
C 3.0454 -8.8755 1.7056 -0.276
N 4.1218 -9.1601 1.4155 0.131
H 1.0828 -8.3721 1.1747 0.069
H 1.2393 -9.2894 2.6854 0.080
H 1.6924 -7.5732 2.6347 0.079
C 1.7349 -8.5117 -3.1528 -0.068
C 1.1066 -9.5312 -2.3125 -0.281
N 0.6147 -10.3302 -1.6467 0.121
H 2.7333 -8.8350 -3.4407 0.079
H 1.1398 -8.3509 -4.0490 0.081
H 1.8085 -7.5756 -2.6008 0.068
C 5.3609 -2.7661 1.6290 -0.065
C 4.1684 -1.9318 1.7825 -0.248
N 3.2437 -1.2657 1.9273 0.175
H 5.1460 -3.7791 1.9645 0.081
H 5.6615 -2.7926 0.5829 0.075
H 6.1745 -2.3561 2.2237 0.080
C -0.5776 -2.7677 -5.0087 -0.061
C 0.8469 -2.8416 -4.6969 -0.257
N 1.9721 -2.8826 -4.4578 0.136
H -0.7482 -3.1157 -6.0258 0.083
H -1.1455 -3.3868 -4.3180 0.085
H -0.9182 -1.7395 -4.9194 0.054
```



9 unconnected molecules or ions with the total composition C32H61Cl16O5PSi, computed with ωB97M-V/def2-TZVPD.

Values from the calculation:
Structure (SMILES): C#CC[C@]1(P(C)C)OC(=O)O[C@@]1(CCO[Si](C)(C)C)C[C@@H](C)O.ClCCCl.ClCCCl.ClCCCl.ClCCCl.ClCCCl.ClCCCl.ClCCCl.ClCCCl
HOMO: -7.34 eV

The geometry in XYZ format:
```
116
Properties=species:S:1:pos:R:3:lowdin_charge:R:1
C 3.5039 1.7688 2.5496 -0.006
C 2.3801 1.5237 2.2418 -0.287
C 0.9386 1.4357 1.8027 -0.140
C 0.8435 1.1966 0.2742 -0.419
P 2.1837 2.3154 -0.4378 1.004
C 1.8331 4.0704 0.1500 -0.280
C 2.0769 2.4733 -2.2857 -0.264
O -0.3782 1.7829 -0.3033 0.027
C -0.7668 1.1045 -1.4017 -0.565
O -1.6530 1.3571 -2.1326 0.182
O 0.1024 0.0300 -1.5296 0.055
C 0.6377 -0.2363 -0.2460 -0.343
C -0.5864 -0.8163 0.6092 -0.077
C -1.5039 -1.7434 -0.1975 -0.224
O -2.6307 -2.0626 0.6465 -0.268
Si -3.9760 -1.1077 0.3092 0.431
C -4.6408 -1.2880 -1.4557 -0.153
C -5.3420 -1.7160 1.4738 -0.200
C -3.7589 0.7355 0.6617 -0.146
C 1.6973 -1.3317 -0.0580 -0.049
C 3.0325 -1.2457 -0.8166 -0.410
C 2.9271 -1.0318 -2.3323 -0.021
O 3.9550 -0.3401 -0.2403 -0.079
H 4.3709 2.1324 3.0405 0.048
H 0.4002 2.3434 2.0674 0.090
H 0.5097 0.6293 2.4061 0.116
H 1.1249 4.1289 0.9909 -0.036
H 1.3982 4.6257 -0.6897 0.034
H 2.7861 4.5298 0.4045 0.026
H 1.2995 3.2205 -2.5205 0.037
H 1.7648 1.5651 -2.7974 0.022
H 3.0053 2.8872 -2.6784 0.037
H -0.1161 -1.4509 1.3691 0.115
H -1.1258 -0.0500 1.1598 0.101
H -1.9115 -1.2749 -1.1024 0.105
H -1.0066 -2.6743 -0.4851 0.104
H -4.4217 -2.2574 -1.9141 0.014
H -4.2707 -0.4837 -2.1017 0.031
H -5.7345 -1.1956 -1.4023 -0.030
H -5.7479 -2.6789 1.1642 0.003
H -4.9686 -1.7142 2.5030 0.036
H -6.1197 -0.9333 1.4125 -0.021
H -3.0474 0.9774 1.4552 0.038
H -3.5474 1.3117 -0.2451 0.019
H -4.7380 1.0970 1.0021 0.013
H 1.9430 -1.4736 0.9988 0.102
H 1.2300 -2.2723 -0.3793 0.126
H 3.5012 -2.2394 -0.7017 0.133
H 3.6149 -1.7360 -2.8132 0.081
H 3.2906 -0.0439 -2.6144 0.068
H 1.9386 -1.2576 -2.7296 0.083
H 4.0771 -0.5711 0.6880 0.060
Cl -8.0290 -0.9250 -0.3146 0.622
C -9.1456 -2.3163 -0.3172 -0.628
C -9.7799 -2.5479 1.0315 -0.654
Cl -8.6055 -3.1172 2.2422 0.564
H -8.5910 -3.1895 -0.6542 0.038
H -9.9187 -2.0975 -1.0527 0.073
H -10.5466 -3.3170 0.9475 0.072
H -10.2437 -1.6416 1.4138 0.068
Cl 7.1413 1.8025 -2.9352 0.554
C 6.7431 0.8370 -1.4861 -0.663
C 7.9373 0.0854 -0.9580 -0.660
Cl 8.4514 -1.2219 -2.0564 0.534
H 5.9294 0.1655 -1.7423 0.043
H 6.3820 1.5344 -0.7319 0.075
H 7.6835 -0.3804 -0.0068 0.071
H 8.7877 0.7450 -0.8004 0.067
Cl 6.1526 4.2291 -7.1060 0.537
C 7.4187 3.9632 -5.8798 -0.688
C 8.7969 4.2732 -6.4068 -0.666
Cl 9.3257 3.1020 -7.6416 0.535
H 7.3444 2.9337 -5.5374 0.024
H 7.1895 4.6197 -5.0414 0.070
H 9.5194 4.2246 -5.5933 0.072
H 8.8412 5.2672 -6.8458 0.067
Cl 2.0593 -2.3101 6.4280 0.548
C 1.7671 -2.9189 4.7786 -0.678
C 2.9843 -2.7842 3.8992 -0.707
Cl 3.3611 -1.0795 3.5302 0.642
H 0.9159 -2.3803 4.3668 0.067
H 1.4950 -3.9693 4.8714 0.053
H 2.8069 -3.2821 2.9488 -0.057
H 3.8616 -3.2323 4.3610 0.073
Cl 0.5272 7.3609 2.4142 0.543
C 0.0907 6.3599 3.8210 -0.664
C 1.2736 5.6003 4.3635 -0.615
Cl 1.8118 4.3389 3.2239 0.697
H -0.7074 5.6852 3.5179 0.033
H -0.3014 7.0338 4.5817 0.074
H 0.9998 5.1008 5.2922 0.076
H 2.1174 6.2555 4.5673 0.070
Cl -6.2410 -4.9029 -1.4005 0.562
C -4.8105 -5.6248 -2.1834 -0.651
C -3.8607 -6.2286 -1.1793 -0.633
Cl -3.0732 -4.9833 -0.1795 0.635
H -4.3257 -4.8526 -2.7769 0.065
H -5.1743 -6.3987 -2.8581 0.073
H -3.0708 -6.7711 -1.6982 0.074
H -4.3695 -6.9225 -0.5141 0.072
Cl -3.0939 5.3005 1.7585 0.550
C -3.7088 4.6365 0.2214 -0.649
C -5.1984 4.8224 0.0774 -0.653
Cl -6.1209 3.8204 1.2283 0.545
H -3.4291 3.5868 0.1740 0.042
H -3.1936 5.1642 -0.5799 0.077
H -5.5091 4.5241 -0.9229 0.074
H -5.4872 5.8596 0.2313 0.066
Cl 2.3053 -5.2986 2.4562 0.668
C 1.5551 -5.8230 0.9273 -0.615
C 0.0658 -5.5900 0.9121 -0.700
Cl -0.7898 -6.6564 2.0504 0.552
H 1.7956 -6.8732 0.7801 0.071
H 2.0261 -5.2482 0.1303 0.072
H -0.3278 -5.8019 -0.0803 0.046
H -0.1847 -4.5606 1.1644 0.054
```



11 unconnected molecules or ions with the total composition C32H61N7O12, computed with ωB97M-V/def2-TZVPD.

Values from the calculation:
Structure (SMILES): COC(=O)OC.COC(=O)OC.COCCOCCOC.COCCOCCOC.CC#N.CC#N.CC#N.CC#N.CC#N.CC#N.CC#N
HOMO: -9.43 eV

The geometry in XYZ format:
```
112
Properties=species:S:1:pos:R:3:lowdin_charge:R:1
C 2.7262 -1.4882 -2.9388 -0.042
O 3.4788 -0.3866 -3.4066 0.021
C 3.4150 -0.1233 -4.6998 -0.607
O 2.8734 -0.7693 -5.5521 0.129
O 4.1258 0.9852 -4.9241 0.013
C 3.9380 1.6428 -6.1454 -0.066
H 2.2311 -2.1406 -3.6539 0.063
H 1.9316 -1.1435 -2.2740 0.064
H 3.3273 -2.1527 -2.3160 0.091
H 4.8123 2.1489 -6.5488 0.092
H 3.1645 2.4131 -6.0527 0.096
H 3.5563 1.0024 -6.9430 0.092
C 3.2859 8.1129 4.5533 -0.031
O 3.1404 7.4711 3.2874 0.016
C 2.7564 6.2264 3.2257 -0.623
O 2.2708 5.6044 4.1581 0.094
O 2.8423 5.7639 1.9928 0.009
C 2.6802 4.4159 1.6341 -0.085
H 3.4344 9.1543 4.2725 0.093
H 4.2183 7.7925 5.0152 0.098
H 2.4645 8.0602 5.2610 0.097
H 1.8849 3.9617 2.2340 0.061
H 3.5822 3.8203 1.7407 0.082
H 2.2272 4.3505 0.6479 0.062
C -1.4753 -5.3100 -1.1608 -0.085
O -2.2077 -4.1027 -1.0136 -0.198
C -1.4538 -2.9099 -1.1518 -0.209
C -1.3610 -2.4836 -2.6152 -0.175
O -0.5117 -3.4280 -3.2544 -0.161
C -0.1634 -3.1894 -4.6003 -0.205
C 0.8609 -4.2107 -5.0768 -0.186
O 0.3905 -5.5423 -4.9525 -0.177
C -0.7872 -5.8613 -5.6332 -0.131
H -0.7807 -5.4843 -0.3286 0.080
H -0.8721 -5.2895 -2.0678 0.077
H -2.1970 -6.1235 -1.1448 0.089
H -0.4091 -3.0458 -0.8553 0.105
H -1.9353 -2.1174 -0.5812 0.104
H -1.0148 -1.4595 -2.7714 0.087
H -2.3424 -2.6075 -3.0909 0.135
H 0.1745 -2.1710 -4.8186 0.118
H -1.0457 -3.3093 -5.2416 0.119
H 1.7747 -4.1698 -4.4835 0.117
H 1.1987 -4.0090 -6.0976 0.130
H -0.9247 -6.9437 -5.5949 0.087
H -0.7188 -5.6100 -6.6978 0.092
H -1.7187 -5.4639 -5.2175 0.085
C -1.9880 -0.4608 2.8401 -0.117
O -2.8240 -1.5351 3.1892 -0.171
C -2.2977 -2.8012 2.9003 -0.206
C -3.4262 -3.8451 3.0285 -0.183
O -4.6544 -3.5770 2.4201 -0.112
C -4.6620 -3.5337 1.0076 -0.208
C -6.0987 -3.4170 0.5481 -0.177
O -6.7276 -2.2011 0.9217 -0.173
C -5.9701 -1.0357 0.7371 -0.119
H -1.0787 -0.3884 3.4400 0.087
H -2.5215 0.4878 2.9274 0.080
H -1.7583 -0.4553 1.7681 0.071
H -1.4737 -3.0013 3.5971 0.128
H -1.9237 -2.8036 1.8651 0.104
H -3.6036 -3.8948 4.1040 0.127
H -3.0655 -4.8243 2.6923 0.127
H -4.2191 -4.4818 0.6796 0.125
H -4.0707 -2.7330 0.5541 0.103
H -6.6712 -4.2616 0.9261 0.129
H -6.1331 -3.4329 -0.5482 0.128
H -5.1525 -1.0109 1.4709 0.077
H -6.5594 -0.1626 1.0127 0.089
H -5.5464 -0.9506 -0.2684 0.093
C -1.6750 3.6345 3.6313 -0.088
C -1.9832 4.8874 4.2921 -0.283
N -2.2415 5.9073 4.7471 0.130
H -2.2553 3.5230 2.7157 0.074
H -1.9881 2.8386 4.3124 0.079
H -0.6276 3.4675 3.3898 0.063
C 4.8757 -0.3750 0.2232 -0.046
C 3.9286 0.7029 -0.0282 -0.252
N 3.1946 1.5620 -0.2194 0.178
H 5.8788 -0.0044 0.4260 0.088
H 4.9975 -1.0107 -0.6541 0.074
H 4.4951 -0.9599 1.0604 0.064
C 1.4271 -2.8961 1.6275 -0.069
C 2.5865 -2.8851 2.5278 -0.273
N 3.4900 -2.7941 3.2259 0.127
H 1.6546 -2.4873 0.6415 0.061
H 0.7141 -2.1937 2.0637 0.060
H 0.9182 -3.8352 1.4245 0.077
C -1.6132 6.8793 -0.4593 -0.053
C -0.9780 5.6719 0.0588 -0.220
N -0.3939 4.7682 0.4587 0.183
H -2.6577 6.6554 -0.6825 0.085
H -1.2088 7.1495 -1.4357 0.086
H -1.5298 7.7425 0.1935 0.089
C 0.3896 1.7815 1.1586 -0.095
C 0.3563 0.6625 0.2230 -0.298
N 0.3325 -0.1607 -0.5787 0.192
H 0.9724 1.4850 2.0286 0.062
H -0.6608 2.0345 1.2948 0.065
H 0.8928 2.5835 0.6268 0.021
C -0.3385 2.4667 -2.3757 -0.082
C -0.7752 1.5540 -3.4368 -0.270
N -1.1334 0.8382 -4.2588 0.138
H -0.3527 3.4793 -2.7769 0.078
H 0.6673 2.2180 -2.0411 0.065
H -1.0036 2.4122 -1.5170 0.066
C 2.7339 1.1685 5.8479 -0.053
C 3.0502 1.2856 4.4263 -0.255
N 3.2720 1.4443 3.3126 0.159
H 3.0920 1.9885 6.4646 0.087
H 3.3866 0.3476 6.1691 0.088
H 1.6884 0.9020 5.9610 0.081
```



6 unconnected molecules or ions with the total composition C32H62F6N9P, computed with ωB97M-V/def2-TZVPD.

Values from the calculation:
Spin multiplicity: 2
⟨S²⟩: 0.768
Net charge: +5
HOMO (spin up / spin down): -19.91 / -19.91 eV

The geometry in XYZ format:
```
110
Properties=species:S:1:pos:R:3:mulliken_spin:R:1
C -0.4935 -6.8134 1.6036 0.000
C -0.3330 -5.3806 1.2109 0.000
N 0.8110 -4.7476 1.7988 0.000
C 1.0067 -4.3846 3.1296 0.000
C 2.2909 -3.8623 3.0754 0.000
N 2.8494 -3.7737 1.8610 0.000
C 1.8919 -4.4296 1.0469 0.000
C 4.1690 -3.2700 1.4703 0.000
H 0.0181 -7.5432 0.9761 0.000
H -1.5668 -7.0031 1.5988 0.000
H -0.1353 -6.9980 2.6164 0.000
H -1.1905 -4.7880 1.5298 0.000
H -0.3764 -5.4159 0.1224 0.000
H 0.2357 -4.6031 3.8536 0.000
H 2.8817 -3.4655 3.8878 0.000
H 2.0017 -4.5186 -0.0238 0.000
H 3.9962 -2.6342 0.6019 0.000
H 4.7444 -4.1172 1.0973 0.000
H 4.6606 -2.6757 2.2405 0.000
C -0.2262 8.6130 2.7374 0.000
C 0.9487 8.5870 1.7031 0.000
N 0.7589 7.4163 0.8411 0.000
C 0.1934 7.4518 -0.4863 0.000
C 0.2534 6.2387 -0.9950 0.000
N 0.6114 5.3492 -0.0013 0.000
C 0.7869 6.0784 1.1396 0.000
C 0.5545 3.9482 -0.2025 0.000
H -0.7760 9.5500 2.8268 0.000
H 0.0920 8.4923 3.7729 0.000
H -0.8496 7.7249 2.6339 0.000
H 1.8923 8.1790 2.0656 0.000
H 1.0713 9.5221 1.1567 0.000
H 0.0465 8.4500 -0.8714 0.000
H 0.0004 5.8526 -1.9713 0.000
H 1.0467 5.6560 2.0990 0.000
H 0.2895 3.6315 -1.2113 0.000
H -0.0710 3.4578 0.5434 0.000
H 1.5962 3.6540 -0.0749 0.000
C 6.9285 2.7360 3.6468 0.000
C 6.6438 1.3110 3.0833 0.000
N 5.2507 1.1991 2.6471 0.000
C 4.5157 2.0046 1.7832 0.000
C 3.2474 1.6026 1.6260 0.000
N 3.0855 0.5567 2.5710 0.000
C 4.3028 0.3032 3.1646 0.000
C 1.8206 0.0521 3.0364 0.000
H 6.3505 3.0154 4.5276 0.000
H 6.8083 3.5466 2.9281 0.000
H 7.9566 2.8830 3.9776 0.000
H 6.9659 0.4931 3.7278 0.000
H 7.1719 1.3997 2.1339 0.000
H 4.9341 2.8711 1.2927 0.000
H 2.4509 1.8804 0.9515 0.000
H 4.4640 -0.1430 4.1348 0.000
H 1.5977 0.2273 4.0889 0.000
H 1.7969 -1.0320 2.9252 0.000
H 1.1127 0.4736 2.3228 0.000
C -0.7159 -0.2098 -5.1070 0.000
C 0.6664 -0.8470 -4.9204 0.003
N 0.5120 -2.2524 -4.8832 -0.061
C 1.2628 -3.1174 -5.6693 0.397
C 0.9316 -4.4688 -5.3570 0.339
N -0.0700 -4.3421 -4.4008 -0.045
C -0.3375 -3.0052 -4.1029 0.054
C -0.5805 -5.5049 -3.6642 -0.005
H -1.2031 -0.1994 -4.1320 0.000
H -1.4182 -0.4797 -5.8958 0.002
H -0.4594 0.7981 -5.4332 0.001
H 1.1630 -0.4855 -4.0200 -0.004
H 1.3159 -0.6414 -5.7713 -0.004
H 1.9044 -2.6888 -6.4250 -0.006
H 1.3283 -5.3728 -5.7951 -0.010
H -1.0267 -2.5690 -3.3951 0.322
H 0.0004 -6.4263 -3.7063 -0.003
H -1.5802 -5.7298 -4.0360 0.000
H -0.6405 -5.3100 -2.5934 0.000
C -5.6074 3.2145 0.3268 0.000
C -4.8966 1.9928 -0.3310 0.000
C -5.2611 0.7087 0.4140 0.000
N -4.9510 -0.5783 -0.3799 0.000
C -6.0162 -0.7635 -1.5484 0.000
C -4.8637 -1.8379 0.5752 0.000
C -3.9284 -2.8097 -0.1538 0.000
C -3.2682 -1.9645 -1.1867 0.000
C -3.5144 -0.5168 -0.9141 0.000
H -5.6686 4.0969 -0.3101 0.000
H -5.2794 3.7430 1.2218 0.000
H -6.5703 2.8809 0.7138 0.000
H -3.8514 2.2840 -0.4355 0.000
H -5.1988 2.0312 -1.3775 0.000
H -6.3271 0.6971 0.6412 0.000
H -4.8456 0.7120 1.4217 0.000
H -5.9021 -1.6619 -2.1548 0.000
H -6.1277 0.1512 -2.1307 0.000
H -6.9279 -1.0526 -1.0256 0.000
H -5.8089 -2.3582 0.7299 0.000
H -4.3636 -1.7188 1.5363 0.000
H -4.5245 -3.6301 -0.5534 0.000
H -3.1767 -3.2355 0.5108 0.000
H -3.4455 -2.2953 -2.2101 0.001
H -2.2325 -2.2947 -1.1066 0.000
H -3.3809 0.2532 -1.6739 0.000
H -2.8023 -0.4021 -0.0969 0.000
P 0.6054 -0.7742 -0.7260 0.008
F -0.4385 -0.3669 -1.9317 0.006
F 0.6750 0.7790 -0.1745 0.000
F -0.5120 -1.1950 0.3611 0.000
F 1.7884 -1.1630 0.2779 0.000
F 0.6483 -2.3822 -1.2136 0.006
F 1.8360 -0.5003 -1.7594 0.000
```